[1]
Here is a cluster of 11 separate species, C51H128N18O21P6 in total from the Open Molecules 2025 dataset. Energies are from the ωB97M-V functional and the def2-TZVPD basis.

Each line ends with the Löwdin charge.
Cartesian coordinates (Å):
O: 15.90 13.15 20.01  -0.281
P: 15.56 11.75 19.75  0.469
N: 14.94 11.10 21.14  -0.290
C: 14.74 9.65 21.35  -0.084
C: 14.29 11.94 22.13  -0.112
N: 16.96 10.94 19.27  -0.283
C: 17.03 9.51 18.90  -0.116
C: 18.18 11.36 19.98  -0.122
N: 14.40 11.31 18.67  -0.282
C: 13.03 11.88 19.00  -0.064
C: 14.68 11.37 17.19  -0.078
H: 15.47 9.24 22.06  0.085
H: 14.71 9.07 20.42  0.076
H: 13.84 9.61 21.90  0.054
H: 14.24 12.99 21.75  0.072
H: 14.81 11.92 23.06  0.073
H: 13.27 11.73 22.28  0.063
H: 17.68 9.53 18.00  0.089
H: 17.39 8.93 19.73  0.069
H: 16.13 9.09 18.52  0.055
H: 18.43 10.59 20.76  0.089
H: 19.09 11.27 19.32  0.089
H: 18.06 12.33 20.38  0.041
H: 13.20 12.89 19.49  0.080
H: 12.47 11.98 18.08  0.058
H: 12.53 11.21 19.74  0.086
H: 13.82 10.81 16.81  0.079
H: 15.55 10.74 17.01  0.057
H: 14.75 12.34 16.74  0.053
O: 18.04 23.12 23.82  -0.293
P: 19.11 22.10 23.74  0.532
N: 18.61 20.62 23.10  -0.284
C: 17.91 20.61 21.86  -0.147
C: 17.91 19.66 24.08  -0.065
N: 19.68 21.57 25.23  -0.315
C: 20.96 20.91 25.27  -0.148
C: 19.42 22.32 26.47  -0.097
N: 20.46 22.54 22.83  -0.299
C: 20.96 23.93 23.00  -0.092
C: 21.12 21.59 21.91  -0.091
H: 17.97 19.59 21.47  0.065
H: 18.29 21.25 21.08  0.083
H: 16.86 20.83 22.08  0.083
H: 16.92 20.00 24.39  0.081
H: 18.37 19.46 25.00  0.045
H: 17.75 18.69 23.63  0.066
H: 21.02 20.51 26.25  0.056
H: 21.14 20.10 24.50  0.087
H: 21.92 21.54 25.16  0.104
H: 18.68 23.09 26.36  0.070
H: 19.14 21.59 27.24  0.087
H: 20.30 22.87 26.76  0.072
H: 20.16 24.46 23.56  0.076
H: 21.88 23.91 23.55  0.064
H: 21.06 24.45 22.01  0.094
H: 22.03 21.15 22.36  0.055
H: 21.34 22.11 20.95  0.098
H: 20.50 20.73 21.78  0.021
O: 17.95 16.83 20.29  -0.289
P: 19.31 16.30 20.04  0.537
N: 20.50 17.53 20.15  -0.268
C: 20.83 17.93 21.48  -0.124
C: 20.25 18.62 19.17  -0.089
N: 19.41 15.62 18.55  -0.263
C: 20.71 15.37 17.81  -0.089
C: 18.21 14.85 18.05  -0.077
N: 19.71 15.18 21.22  -0.311
C: 20.90 14.39 21.05  -0.104
C: 18.99 15.11 22.44  -0.114
H: 21.57 18.68 21.40  0.049
H: 21.36 17.20 22.07  0.054
H: 19.98 18.32 22.14  0.101
H: 21.23 19.09 19.06  0.065
H: 19.57 19.41 19.52  0.073
H: 19.79 18.28 18.21  0.091
H: 21.43 15.93 18.47  0.048
H: 21.01 14.31 17.80  0.074
H: 20.72 15.85 16.80  0.081
H: 18.40 13.79 18.02  0.045
H: 17.37 14.97 18.78  0.059
H: 17.82 15.12 17.04  0.080
H: 21.35 14.42 20.00  0.066
H: 21.70 14.84 21.67  0.064
H: 20.69 13.30 21.39  0.115
H: 18.30 15.98 22.49  0.075
H: 19.58 15.19 23.33  0.074
H: 18.44 14.15 22.47  0.098
O: 23.45 16.45 22.72  -0.293
P: 24.55 16.97 21.90  0.452
N: 24.49 17.00 20.30  -0.292
C: 23.85 18.07 19.56  -0.102
C: 24.53 15.73 19.52  -0.052
N: 25.88 16.09 22.24  -0.295
C: 27.12 16.18 21.40  -0.077
C: 25.77 14.97 23.11  -0.123
N: 24.85 18.56 22.30  -0.272
C: 26.07 19.28 21.84  -0.073
C: 24.09 19.25 23.32  -0.131
H: 24.38 18.20 18.63  0.089
H: 23.72 19.01 20.11  0.077
H: 22.83 17.75 19.35  0.056
H: 23.53 15.36 19.15  0.080
H: 25.05 15.00 20.06  0.049
H: 25.07 16.05 18.60  0.100
H: 26.87 16.66 20.45  0.058
H: 27.84 16.80 21.96  0.085
H: 27.53 15.20 21.21  0.076
H: 26.54 15.14 23.84  0.080
H: 24.82 15.04 23.61  0.064
H: 25.88 14.01 22.65  0.073
H: 25.74 20.29 21.55  0.091
H: 26.77 19.46 22.64  0.075
H: 26.55 18.80 21.05  0.044
H: 24.71 19.47 24.19  0.083
H: 23.27 18.68 23.73  0.065
H: 23.64 20.20 23.10  0.046
O: 14.09 14.73 16.15  -0.305
P: 13.44 16.05 16.45  0.504
N: 14.02 17.23 15.46  -0.280
C: 13.80 16.98 13.99  -0.086
C: 13.97 18.69 15.73  -0.092
N: 13.79 16.68 17.98  -0.272
C: 15.14 17.13 18.23  -0.096
C: 13.07 16.38 19.18  -0.100
N: 11.80 16.04 16.32  -0.298
C: 11.10 14.75 16.06  -0.092
C: 10.92 17.09 16.89  -0.091
H: 14.07 15.95 13.78  0.072
H: 14.53 17.47 13.34  0.062
H: 12.79 17.30 13.78  0.076
H: 13.90 18.93 16.75  0.019
H: 13.05 19.15 15.28  0.097
H: 14.83 19.17 15.27  0.061
H: 15.68 17.26 17.30  0.064
H: 15.12 18.11 18.77  0.088
H: 15.75 16.41 18.80  0.070
H: 12.89 17.25 19.81  0.082
H: 12.11 15.96 18.87  0.066
H: 13.46 15.58 19.80  0.060
H: 11.24 13.99 16.86  0.075
H: 10.02 14.97 15.89  0.089
H: 11.50 14.44 15.09  0.069
H: 10.11 17.29 16.19  0.075
H: 11.48 18.00 16.91  0.049
H: 10.48 16.85 17.92  0.102
O: 19.82 20.94 13.87  -0.298
P: 18.55 20.14 13.79  0.564
N: 18.12 20.04 12.14  -0.303
C: 17.16 19.01 11.76  -0.118
C: 18.73 20.90 11.15  -0.129
N: 17.14 20.71 14.53  -0.302
C: 16.51 21.87 13.91  -0.096
C: 17.31 20.86 15.99  -0.093
N: 18.83 18.59 14.31  -0.287
C: 17.69 17.69 14.71  -0.079
C: 20.00 17.86 13.85  -0.098
H: 17.06 18.95 10.67  0.079
H: 16.08 19.19 12.11  0.091
H: 17.40 17.98 12.09  0.057
H: 18.10 21.61 10.57  0.084
H: 19.26 20.22 10.46  0.080
H: 19.62 21.38 11.62  0.077
H: 17.28 22.51 13.42  0.096
H: 15.79 21.54 13.18  0.067
H: 15.95 22.37 14.72  0.096
H: 18.07 20.21 16.35  0.046
H: 17.59 21.85 16.15  0.064
H: 16.36 20.71 16.51  0.080
H: 16.76 18.29 14.87  0.060
H: 17.48 16.96 13.93  0.065
H: 17.97 17.10 15.59  0.071
H: 20.42 17.26 14.68  0.081
H: 20.75 18.47 13.54  0.043
H: 19.62 17.21 13.01  0.105
C: 14.54 20.59 19.82  -0.047
C: 13.26 20.37 20.62  -0.107
O: 12.29 20.54 19.62  0.039
C: 12.75 20.60 18.38  -0.605
O: 12.07 20.77 17.42  0.146
O: 14.10 20.49 18.38  0.022
H: 15.23 19.81 20.03  0.086
H: 15.03 21.54 20.08  0.133
H: 13.00 21.23 21.31  0.161
H: 13.02 19.35 20.99  0.125
C: 21.75 20.09 15.91  -0.125
C: 20.83 21.02 16.73  -0.057
O: 21.72 21.40 17.88  0.047
C: 22.88 20.79 17.75  -0.591
O: 23.75 20.84 18.59  0.103
O: 22.98 20.03 16.62  0.060
H: 21.93 20.56 14.91  0.130
H: 21.29 19.16 15.78  0.080
H: 19.92 20.61 17.17  0.090
H: 20.63 21.96 16.23  0.123
C: 19.53 12.16 15.34  -0.106
C: 18.35 12.42 14.34  -0.087
O: 19.01 13.26 13.41  0.053
C: 20.16 13.75 13.89  -0.604
O: 20.88 14.52 13.34  0.151
O: 20.38 13.26 15.10  0.046
H: 20.10 11.26 15.16  0.125
H: 19.16 12.24 16.40  0.124
H: 17.50 12.93 14.81  0.131
H: 18.08 11.48 13.76  0.147
C: 19.39 14.81 26.72  -0.113
C: 18.21 15.75 26.73  -0.143
O: 17.16 14.96 26.23  0.046
C: 17.72 13.85 25.58  -0.573
O: 17.16 13.10 24.89  0.178
O: 19.07 13.80 25.73  0.065
H: 19.55 14.36 27.67  0.121
H: 20.30 15.32 26.43  0.130
H: 18.50 16.65 26.06  0.155
H: 17.95 16.08 27.71  0.121
C: 15.36 15.54 23.42  -0.105
C: 15.32 16.03 21.97  -0.079
O: 14.74 17.38 22.05  0.019
C: 14.77 17.78 23.37  -0.527
O: 14.56 18.89 23.76  0.140
O: 15.04 16.70 24.18  0.048
H: 16.33 15.14 23.75  0.099
H: 14.65 14.83 23.70  0.109
H: 14.70 15.50 21.26  0.085
H: 16.32 16.08 21.54  0.082

DFT total energy ... -180522.1290 eV
Net charge ... 0
Gap between HOMO and LUMO ... 8.740 eV
SMILES ... CN(C)P(=O)(N(C)C)N(C)C.CN(C)P(=O)(N(C)C)N(C)C.CN(C)P(=O)(N(C)C)N(C)C.CN(C)P(=O)(N(C)C)N(C)C.CN(C)P(=O)(N(C)C)N(C)C.CN(C)P(=O)(N(C)C)N(C)C.O=C1OCCO1.O=C1OCCO1.O=C1OCCO1.O=C1OCCO1.O=C1OCCO1
LUMO ... 0.41 eV

***

[2]
Here is a cluster of 4 separate species, C3H12O4S in total from the Open Molecules 2025 dataset. Energies are from the ωB97M-V functional and the def2-TZVPD basis.

Each line ends with the Löwdin charge.
Cartesian coordinates (Å):
O: 1.85 -0.79 -1.03  0.143
C: 1.19 -1.33 -0.20  -0.194
C: -0.12 -0.67 0.21  -0.200
C: -0.78 -1.46 1.31  -0.542
S: -2.25 -0.70 1.87  1.128
H: 1.34 -2.29 0.32  0.148
H: -0.86 -0.63 -0.65  0.107
H: 0.01 0.43 0.41  0.096
H: -1.15 -2.44 0.91  0.113
H: -0.13 -1.74 2.12  0.100
H: -1.90 -0.04 3.02  -0.018
H: 2.89 1.47 -0.86  0.055
H: 1.90 2.73 -1.18  0.060
O: 2.55 2.34 -0.61  -0.036
H: -2.66 -0.53 -2.19  0.044
H: -1.47 -1.06 -3.06  0.065
O: -1.80 -0.30 -2.55  -0.054
H: 1.30 2.38 0.66  0.023
H: -0.30 2.43 0.44  0.047
O: 0.41 2.17 1.04  -0.087

DFT total energy ... -22320.8353 eV
Net charge ... +1
Gap between HOMO and LUMO (spin up / spin down) ... 10.583 / 4.978 eV
LUMO (spin up / spin down) ... -3.74 / -9.00 eV
2S+1 ... 2
⟨S²⟩ ... 0.755

***

[3]
Here is the molecule C3H7FOS from the Open Molecules 2025 dataset. Energies are from the ωB97M-V functional and the def2-TZVPD basis.

Each line ends with the Löwdin charge.
Cartesian coordinates (Å):
C: 1.24 0.84 -0.77  0.012
C: 0.15 -0.59 1.22  -0.042
C: 0.02 0.24 -0.05  -0.577
O: -0.91 -0.22 -0.94  -0.512
F: -0.66 1.50 0.63  -0.147
S: -2.39 -0.83 -0.48  0.816
H: 1.86 1.33 0.13  0.142
H: 1.85 0.07 -1.24  0.087
H: 0.91 1.55 -1.47  0.062
H: 0.61 -1.55 1.10  0.087
H: 0.80 0.03 1.83  0.085
H: -0.82 -0.69 1.67  0.056
H: -2.66 -1.67 -1.64  -0.069

DFT total energy ... -18823.2298 eV
Net charge ... 0
Gap between HOMO and LUMO ... 9.696 eV
SMILES ... CC(C)(F)OS
LUMO ... 0.55 eV

***

no.,largest force on an atom (eV/A)
1,3.421
2,2.734
3,3.984